Density functional theory data (ωB97M-V/def2-TZVPD) for C30H37BBr2N3O6PS2SeTi as an isolated structure at a distorted geometry.

Structure (XYZ):
```
84
C30H37BBr2N3O6PS2SeTi | the Open Molecules 2025 dataset | ωB97M-V/def2-TZVPD
Br -1.13 -2.64 -5.96
Br 1.96 1.64 -3.95
Se -3.51 -0.43 -1.83
Ti 0.36 -0.22 0.41
S -1.50 -0.84 1.84
S 1.30 0.39 2.55
P 2.90 -1.68 0.25
O 0.26 2.88 0.41
O -1.38 2.19 -1.03
O 3.67 -2.53 1.41
O 3.36 -0.17 0.48
O 1.14 0.33 -1.26
O 3.91 -2.00 -0.99
N -4.88 -1.09 0.59
N -0.25 -1.79 -0.77
N -4.90 1.03 0.23
C -0.10 -1.46 -2.10
C -5.61 -0.52 1.61
C -1.36 -3.39 -2.82
C 0.89 0.11 -3.64
C -0.87 -2.97 -0.49
C -0.15 3.93 -0.36
C 2.92 -2.97 2.55
C 4.69 0.24 0.83
C -1.14 3.51 -1.23
C 4.14 -3.36 -1.39
C -0.65 -2.20 -3.16
C 0.02 2.25 4.14
C -0.41 -1.72 -4.46
C -4.55 -2.50 0.47
C 0.67 -0.30 -2.34
C -0.18 1.04 3.27
C 5.21 -3.35 -2.45
C 3.54 -2.41 3.81
C -1.30 5.69 -2.12
C -1.74 4.36 -2.12
C 0.30 5.23 -0.34
C -0.30 6.11 -1.25
C -1.42 -3.75 -1.48
C -2.68 1.09 3.47
C -4.45 -0.15 -0.28
C -5.63 0.81 1.38
C 5.04 1.45 0.00
C -4.65 2.33 -0.37
C -1.38 0.52 2.96
C 0.35 -0.59 -4.71
B -0.50 1.75 -0.02
H -3.49 0.39 3.32
H 0.02 7.15 -1.28
H -3.91 2.87 0.21
H -4.51 -2.75 -0.58
H -5.58 2.90 -0.42
H -2.94 2.01 2.92
H -4.26 2.15 -1.37
H 4.61 -2.60 3.81
H 6.05 1.80 0.24
H -5.33 -3.08 0.97
H 4.99 1.21 -1.06
H -1.92 -4.67 -1.19
H 4.44 -3.94 -0.52
H -2.63 1.34 4.53
H -0.83 2.43 4.80
H 0.53 -0.26 -5.72
H 2.95 -4.07 2.55
H -2.51 4.01 -2.80
H -0.94 -3.24 0.55
H 3.36 -1.34 3.87
H 3.20 -3.78 -1.77
H 5.55 -4.37 -2.65
H -6.02 -1.10 2.41
H 4.83 -2.92 -3.38
H 1.87 -2.65 2.46
H 4.69 0.47 1.90
H 3.10 -2.89 4.69
H 1.07 5.55 0.34
H 6.06 -2.76 -2.12
H -6.07 1.61 1.94
H 0.91 2.12 4.76
H 5.39 -0.59 0.65
H 0.18 3.14 3.53
H 4.33 2.25 0.20
H -1.74 6.39 -2.82
H -1.84 -3.98 -3.59
H -3.58 -2.69 0.93
```

Summary:
Kohn-Sham gap (alpha / beta), eV: 5.1 / 6.9
LUMO level (alpha / beta), eV: 2.508 / 2.483
Highest occupied orbital energy (alpha / beta), eV: -2.549 / -4.367
<S²>: 0.787
DFT total energy, eV: -308655.4737
2S+1: 2
Net charge: -1

These are the Mulliken partial charges, in e, on atoms 1 to 8:
1 Br -0.297
2 Br -0.249
3 Se -0.223
4 Ti 0.266
5 S -0.611
6 S -0.536
7 P 0.207
8 O -0.362


Density functional theory data (ωB97M-V/def2-TZVPD) for a 2-piece molecular cluster, C9H10N2O2 overall at a distorted geometry.

Structure (XYZ):
```
23
C9H10N2O2 | the Open Molecules 2025 dataset | ωB97M-V/def2-TZVPD
O -1.23 1.87 0.72
O -1.61 -0.17 -1.80
N 1.22 0.11 -1.34
N -1.82 -0.55 1.81
C 0.72 1.04 -0.47
C 1.45 2.26 -0.59
C -0.49 0.92 0.44
C -0.69 -0.42 1.04
C 2.55 1.97 -1.39
C -0.02 -1.62 1.09
C -1.92 -1.85 2.22
C 2.37 0.60 -1.79
C -0.81 -2.52 1.75
H -0.35 -3.43 1.88
H 3.31 2.63 -1.80
H -1.49 0.65 -2.32
H -2.90 -2.12 2.66
H 1.09 2.91 0.20
H 2.77 0.10 -2.66
H 0.96 -1.83 0.76
H 1.04 -0.90 -1.39
H -1.69 0.18 -0.94
H -2.45 0.17 1.90
```

Summary:
Kohn-Sham gap, eV: 8.4
LUMO level, eV: 0.077
Highest occupied orbital energy, eV: -8.340
DFT total energy, eV: -16568.8247
SMILES: O=C(c1ccc[nH]1)c1ccc[nH]1.O

These are the Mulliken partial charges, in e, on atoms 1 to 8:
1 O -0.657
2 O -0.650
3 N 0.054
4 N 0.004
5 C 0.394
6 C -0.362
7 C 0.120
8 C 0.070


Density functional theory data (ωB97M-V/def2-TZVPD) for C7H29GaN11O5S as an isolated structure at a distorted geometry.

Structure (XYZ):
```
54
C7H29GaN11O5S | the Open Molecules 2025 dataset | ωB97M-V/def2-TZVPD
Ga -1.08 1.00 -1.00
S 0.48 1.86 0.54
O 0.91 -2.34 -5.50
O -0.26 -0.48 4.71
O -0.96 -3.55 -2.11
O -0.47 3.40 -4.23
O 0.79 4.67 4.23
N 1.16 3.87 -2.70
N 1.08 -4.18 -2.84
N 0.48 -4.43 -0.60
N -1.01 -2.54 4.14
N 1.55 -0.76 -4.00
N 0.43 3.36 6.05
N 0.40 2.43 3.95
N -0.55 -0.71 -4.92
N 1.58 4.03 -4.97
N -2.22 0.54 1.92
N 1.02 -2.28 5.22
C 0.55 3.55 4.67
C -2.41 -0.72 1.15
C -1.94 -0.70 -0.31
C -0.09 -1.69 4.68
C 0.65 -1.32 -4.86
C 0.66 3.74 -3.96
C 0.11 -4.06 -1.87
H 0.80 -3.86 -3.75
H 0.52 4.17 6.63
H 1.19 -3.27 5.19
H -0.83 0.05 -4.31
H 1.60 1.91 -0.19
H 0.21 1.54 4.38
H 1.32 0.03 -3.43
H -1.21 -1.49 -0.49
H -1.25 -1.15 -5.48
H -1.90 -1.54 1.68
H -1.80 -2.12 3.68
H -0.88 -3.53 4.09
H -3.08 0.80 2.38
H -3.49 -0.96 1.19
H 0.22 2.47 6.45
H -1.56 0.40 2.68
H 2.03 -4.44 -2.65
H 2.10 4.15 -2.52
H -0.18 -4.25 0.13
H 2.44 -1.21 -3.90
H 2.52 4.31 -4.79
H 1.38 -4.80 -0.37
H -2.79 -0.91 -0.97
H 0.43 2.41 2.94
H 1.73 -1.68 5.59
H -2.10 2.14 -1.44
H 1.26 3.95 -5.91
H 0.58 3.60 -1.92
H -0.15 0.62 -2.28
```

Summary:
Kohn-Sham gap, eV: 6.6
LUMO level, eV: 2.055
Highest occupied orbital energy, eV: -4.535
DFT total energy, eV: -97576.0779
Net charge: -1

These are the Mulliken partial charges, in e, on atoms 1 to 8:
1 Ga 0.103
2 S -0.572
3 O -0.777
4 O -0.691
5 O -0.600
6 O -0.592
7 O -0.687
8 N -0.295


Density functional theory data (ωB97M-V/def2-TZVPD) for a 3-piece molecular cluster, C45H51NO9P overall at a distorted geometry.

Structure (XYZ):
```
107
C45H51NO9P | the Open Molecules 2025 dataset | ωB97M-V/def2-TZVPD
P 2.56 -1.75 -1.20
O 4.09 -7.88 -0.03
O 2.73 -4.79 -1.56
O -5.09 -0.11 -5.43
O 6.09 -6.73 1.57
O 0.66 -1.60 3.79
O 1.60 -1.91 -2.62
O -3.09 11.09 2.70
O -1.62 1.09 -1.55
O -4.48 7.36 -0.85
N 1.03 -1.85 2.59
C -4.28 0.18 -4.57
C -4.65 12.35 -0.97
C -4.30 9.65 -0.37
C -0.21 -4.09 2.35
C 3.61 -5.67 -0.88
C -3.19 -0.76 -4.22
C -1.36 -1.87 2.04
C -2.03 -2.83 -4.61
C -5.46 3.60 -3.52
C 4.33 -2.18 -1.63
C -2.56 8.44 3.37
C -3.16 8.81 2.17
C -3.96 10.63 0.57
C -3.54 7.83 1.25
C -3.38 10.25 1.88
C 0.03 -2.63 1.84
C 6.66 -4.35 1.64
C 2.89 -3.14 3.79
C -4.14 8.21 -0.05
C 2.73 -3.23 1.22
C -4.81 10.03 -1.61
C 1.61 -4.42 -0.76
C 3.35 -1.08 2.42
C -4.57 3.89 -2.49
C -3.07 -1.97 -4.90
C -2.39 0.83 -2.46
C 2.40 -2.36 2.49
C 4.78 -6.80 2.12
C 0.35 -2.51 0.32
C -1.21 -1.30 -2.93
C -4.98 11.38 -1.91
C 1.81 -3.02 -0.03
C -2.26 -0.43 -3.22
C -2.76 6.12 2.75
C -4.14 11.98 0.27
C 3.97 -7.93 1.38
C -2.35 7.09 3.65
C -5.36 2.39 -4.20
C -3.36 6.48 1.55
C 3.06 -7.11 -0.63
C -3.59 2.98 -2.14
C 6.88 -5.78 2.28
C -1.09 -2.50 -3.63
C -4.37 1.47 -3.85
C -3.47 1.78 -2.82
H 3.37 -2.44 4.50
H 4.90 -7.03 3.21
H 3.68 -3.85 3.48
H 4.92 -1.24 -1.77
H -6.05 2.16 -5.00
H -3.89 12.73 1.00
H 2.70 -4.30 1.54
H -5.07 9.28 -2.34
H -4.66 4.83 -1.96
H -1.88 6.80 4.58
H 4.45 -8.88 1.70
H -0.49 -1.05 -2.18
H 1.26 -5.20 -0.05
H -4.79 13.40 -1.20
H 6.19 -4.50 0.64
H 4.51 -5.78 -1.54
H 3.99 -5.26 0.09
H 0.51 -4.44 3.12
H -1.16 -0.77 2.04
H -3.79 -2.23 -5.66
H 7.62 -3.82 1.46
H 4.35 -1.32 2.02
H 2.05 -3.62 4.34
H 4.40 -2.73 -2.61
H 4.85 -2.81 -0.89
H 6.01 -3.75 2.31
H 6.70 -5.77 3.38
H 3.51 -0.65 3.44
H -1.24 -4.22 2.75
H -1.94 -3.77 -5.14
H -0.13 -4.82 1.51
H 2.02 -1.42 -3.33
H -6.22 4.31 -3.80
H -3.67 5.72 0.85
H 7.94 -6.07 2.13
H -0.45 -3.04 -0.24
H 3.78 -3.02 0.94
H -2.90 3.22 -1.33
H -2.04 -2.20 1.24
H -0.27 -3.17 -3.41
H 0.27 -1.44 0.00
H 4.24 -5.82 2.09
H 2.93 -7.97 1.76
H -1.76 -2.18 3.02
H 2.74 -7.54 -1.61
H 0.76 -4.26 -1.47
H -5.37 11.67 -2.88
H 2.14 -7.12 0.01
H -2.61 5.07 2.98
H -2.24 9.19 4.08
H 2.88 -0.26 1.83
```

Summary:
Kohn-Sham gap (alpha / beta), eV: 7.0 / 7.0
LUMO level (alpha / beta), eV: -1.054 / -1.054
Highest occupied orbital energy (alpha / beta), eV: -8.071 / -8.073
<S²>: 0.754
DFT total energy, eV: -76695.5468
2S+1: 2

These are the Mulliken partial charges, in e, on atoms 1 to 8:
1 P -0.114
2 O -0.372
3 O -0.426
4 O -0.684
5 O -0.407
6 O -0.689
7 O -0.353
8 O -0.670


Density functional theory data (ωB97M-V/def2-TZVPD) for one molecule with the formula C4H4N2OS at a distorted geometry.

Structure (XYZ):
```
12
C4H4N2OS | the Open Molecules 2025 dataset | ωB97M-V/def2-TZVPD
S -0.08 1.36 -0.13
O -0.80 -0.85 0.89
N 1.06 1.62 0.94
N 2.36 -1.77 0.14
C 1.93 0.70 1.25
C -0.98 -0.12 -0.03
C 2.01 -0.86 0.75
C -1.89 -0.18 -1.20
H -1.22 -0.65 -2.03
H -2.32 0.71 -1.46
H 2.70 1.02 1.91
H -2.77 -0.99 -1.02
```

Summary:
Kohn-Sham gap, eV: 9.0
LUMO level, eV: -0.649
Highest occupied orbital energy, eV: -9.642
DFT total energy, eV: -20072.7769
SMILES: CC(=O)S/N=C\C#N

These are the Mulliken partial charges, in e, on atoms 1 to 8:
1 S -0.044
2 O -0.483
3 N -0.345
4 N -0.395
5 C 0.088
6 C 0.675
7 C 0.223
8 C -1.080


Density functional theory data (ωB97M-V/def2-TZVPD) for a 14-piece molecular cluster, ClH26O17 overall at a distorted geometry.

Structure (XYZ):
```
44
ClH26O17 | the Open Molecules 2025 dataset | ωB97M-V/def2-TZVPD
Cl 1.28 2.62 -4.37
O -2.16 2.39 -3.21
O 0.35 1.83 -0.78
O -1.84 4.66 -5.04
O 2.14 -0.13 -6.52
O 1.11 5.88 -3.62
O -0.11 -1.21 -4.86
O 4.72 2.66 -6.93
O 0.18 4.06 -7.94
O 2.75 2.38 -4.41
O 0.46 4.80 -0.53
O 3.51 5.06 -5.67
O 0.80 3.22 -3.05
O 5.79 2.01 -3.37
O 2.90 0.60 -2.33
O 0.49 1.32 -4.51
O -1.81 4.94 -2.26
O 0.88 3.61 -5.46
H -1.61 4.00 -2.22
H -2.21 4.79 -4.15
H 1.44 0.29 -6.09
H 0.80 4.97 -3.40
H 2.86 1.41 -2.82
H 1.17 4.47 -1.05
H 0.00 5.00 -7.96
H 4.05 2.57 -6.19
H 5.57 2.51 -6.53
H 5.17 1.31 -3.66
H 0.67 2.34 -1.53
H -1.32 2.13 -3.56
H -1.02 5.12 -5.10
H 3.26 0.85 -1.48
H 2.02 0.03 -7.44
H 1.10 1.46 -0.32
H 2.90 4.36 -5.40
H 3.22 5.90 -5.24
H 5.82 2.85 -3.83
H 0.07 -0.29 -4.54
H -0.68 -1.59 -4.21
H -0.18 5.06 -1.20
H 0.30 3.89 -6.94
H -2.48 5.12 -1.60
H 0.77 6.40 -2.89
H -2.47 1.89 -2.45
```

Summary:
Kohn-Sham gap, eV: 10.3
LUMO level, eV: 2.448
Highest occupied orbital energy, eV: -7.886
DFT total energy, eV: -47746.7924
Net charge: -1

These are the Mulliken partial charges, in e, on atoms 1 to 8:
1 Cl 1.405
2 O -0.670
3 O -0.581
4 O -0.599
5 O -0.557
6 O -0.596
7 O -0.657
8 O -0.613


Density functional theory data (ωB97M-V/def2-TZVPD) for one molecule with the formula C21H22O5 at a distorted geometry.

Structure (XYZ):
```
48
C21H22O5 | the Open Molecules 2025 dataset | ωB97M-V/def2-TZVPD
O 0.79 1.59 -1.63
O 1.62 -2.26 0.24
O -1.14 -1.68 1.21
O 0.14 -0.43 -2.45
O -0.84 -2.09 -1.02
C 3.87 0.88 3.32
C -0.98 -1.36 -2.29
C -1.75 2.89 -0.11
C 2.52 -0.31 1.15
C 1.96 -3.32 -0.66
C -2.85 1.35 1.35
C -2.35 -0.65 -2.33
C -4.07 2.04 1.16
C -4.13 3.16 0.32
C 3.10 -0.28 3.50
C -0.72 -1.32 0.11
C 3.31 0.82 0.95
C 0.36 0.45 -1.42
C 2.43 -0.88 2.41
C 3.96 1.43 2.03
C 1.81 -0.95 0.00
C -1.67 1.74 0.70
C 0.17 -0.10 -0.04
C -0.85 -2.40 -3.40
C -0.32 0.99 0.91
C -2.95 3.59 -0.30
H 0.15 -2.85 -3.37
H 1.77 -1.74 2.52
H -5.07 3.72 0.20
H -2.54 -0.15 -3.31
H -3.17 -1.39 -2.23
H 3.06 -0.78 4.46
H -0.35 0.52 1.89
H 1.71 -4.24 -0.14
H -4.96 1.68 1.69
H 2.36 -0.69 -0.96
H -1.63 -3.15 -3.24
H -2.43 0.11 -1.54
H 3.31 1.22 -0.06
H -1.00 -1.91 -4.37
H 4.59 2.31 1.82
H -2.93 4.48 -0.94
H -0.85 3.18 -0.65
H 0.50 1.71 0.90
H 4.50 1.26 4.14
H 3.03 -3.29 -0.93
H 1.33 -3.31 -1.55
H -2.83 0.44 1.95
```

Summary:
Kohn-Sham gap, eV: 9.8
LUMO level, eV: 0.672
Highest occupied orbital energy, eV: -9.112
DFT total energy, eV: -32370.5744
SMILES: CO[C@H](c1ccccc1)C1(Cc2ccccc2)C(=O)OC(C)(C)OC1=O

These are the Mulliken partial charges, in e, on atoms 1 to 8:
1 O -0.635
2 O -0.270
3 O -0.637
4 O -0.308
5 O -0.283
6 C -0.508
7 C 1.305
8 C 0.010


Density functional theory data (ωB97M-V/def2-TZVPD) for a 2-piece molecular cluster, C4H10O overall.

Structure (XYZ):
```
15
C4H10O | the Open Molecules 2025 dataset | ωB97M-V/def2-TZVPD
O 1.26 -0.04 0.57
C 0.22 0.71 0.72
C -0.65 0.52 1.90
C -1.08 -0.84 -1.56
C 2.06 -0.14 -0.47
H -0.76 1.46 2.46
H 1.93 0.54 -1.31
H -1.70 -1.15 -0.71
H -0.22 -0.23 2.58
H -1.66 0.18 1.63
H 0.01 -0.99 -1.37
H -1.34 -1.47 -2.41
H -1.41 0.17 -1.83
H 3.01 -0.61 -0.26
H 0.07 1.49 -0.03
```

Summary:
Kohn-Sham gap (alpha / beta), eV: 8.4 / 7.9
LUMO level (alpha / beta), eV: 1.080 / 0.935
Highest occupied orbital energy (alpha / beta), eV: -7.300 / -6.970
DFT total energy, eV: -6353.9324

These are the Mulliken partial charges, in e, on atoms 1 to 8:
1 O -0.262
2 C -0.095
3 C -0.926
4 C -0.880
5 C -0.583
6 H 0.279
7 H 0.324
8 H 0.215


Density functional theory data (ωB97M-V/def2-TZVPD) for a 3-piece molecular cluster, C28H38B2NO7PS overall at a distorted geometry.

Structure (XYZ):
```
78
C28H38B2NO7PS | the Open Molecules 2025 dataset | ωB97M-V/def2-TZVPD
S -0.86 2.55 -3.58
P -2.84 0.13 -1.90
O -0.07 3.88 -3.92
O -0.38 -3.31 -2.05
O -2.35 3.05 -3.41
O -0.25 -2.26 0.80
O 2.09 1.60 -3.64
O 1.43 -0.12 -1.91
O 2.12 -1.71 0.12
N 2.47 3.68 0.74
C 6.60 -0.81 2.46
C 5.98 -2.29 4.26
C -4.69 -0.67 -3.94
C 5.28 -0.36 2.38
C -0.94 -1.56 3.52
C -0.52 -0.73 4.56
C -2.49 1.95 0.39
C 0.44 -1.93 -4.17
C -1.01 0.42 -1.38
C -3.69 -1.19 -0.73
C 1.79 4.98 0.97
C 1.80 2.74 -0.20
C -1.28 0.80 0.23
C 0.38 5.29 0.23
C -2.93 -2.13 4.78
C -1.30 -0.61 5.71
C -0.17 1.67 -2.09
C -2.50 -1.31 5.82
C -2.15 -2.26 3.63
C -3.07 -0.73 -3.58
C 0.43 2.86 -1.08
C 0.12 -0.74 -1.51
C 6.95 -1.77 3.41
C 4.31 -0.88 3.23
C -0.38 4.31 -0.82
C 1.27 1.09 -2.73
C -0.69 1.60 -5.23
C 4.66 -1.85 4.17
B 0.65 -1.58 -0.15
B 0.05 -1.97 -2.58
H -0.21 2.25 -6.08
H -3.86 -2.67 4.86
H 2.29 5.78 1.70
H -3.09 -2.19 -0.86
H -3.78 -0.81 0.37
H 0.45 -3.91 -2.15
H -0.50 -1.48 -4.74
H -0.31 1.07 0.82
H 1.41 -1.33 -4.42
H -2.85 -1.89 -3.40
H 7.36 -0.40 1.80
H 3.29 -0.54 3.17
H -0.97 0.04 6.52
H -2.59 2.65 -0.54
H -0.13 6.34 0.45
H 7.98 -2.11 3.49
H -1.42 4.56 -1.35
H 5.01 0.39 1.64
H -3.53 1.44 0.58
H -0.39 -3.23 0.56
H -0.33 -1.67 2.63
H 6.25 -3.05 5.00
H 2.39 1.70 -0.30
H -5.14 0.30 -3.47
H -2.48 -2.91 2.82
H -4.92 -0.82 -5.08
H -1.73 -0.12 0.84
H 0.41 -0.19 4.47
H -3.10 -1.22 6.72
H 0.57 -3.03 -4.62
H -5.16 -1.59 -3.34
H -0.05 0.63 -5.13
H -2.38 -0.40 -4.45
H -2.22 2.56 1.36
H -1.81 1.40 -5.57
H 2.17 -1.76 1.13
H -4.79 -1.41 -1.13
H 3.90 -2.26 4.84
```

Summary:
Kohn-Sham gap, eV: 7.7
LUMO level, eV: -0.517
Highest occupied orbital energy, eV: -8.267
DFT total energy, eV: -66939.5415
SMILES: CCP(C)[C@@]1(CC)[C@](B(C)O)(B(O)O)OC(=O)[C@@]1(c1cccnc1)S(C)(=O)=O.c1ccccc1.c1ccccc1

These are the Mulliken partial charges, in e, on atoms 1 to 8:
1 S 1.397
2 P -0.029
3 O -0.690
4 O -0.799
5 O -0.638
6 O -0.630
7 O -0.553
8 O -0.343